1.
35
Properties=species:S:1:pos:R:3:mulliken_charge:R:1 method="wB97M-V/def2-TZVPD" orbital_gap_ev=8.30 lumo_energy_ev=0.709 smiles=Cc1c[nH]c2ccccc12.Cc1ccc(O)cc1
C -1.76360 -3.53273 -1.71772 -1.4721
C -0.85306 -2.58548 -1.05659 0.7427
C -1.19313 -1.34312 -0.62665 -0.7605
N -0.10514 -0.76855 0.04663 0.1340
C 0.98281 -1.62912 -0.10932 -0.0478
C 2.28932 -1.40127 0.31342 -0.6824
C 3.08692 -2.54127 0.32212 -0.4946
C 2.56067 -3.78672 -0.04717 -0.5906
C 1.35471 -3.95482 -0.66969 -0.4777
C 0.48205 -2.82995 -0.67255 0.6322
H -1.71574 -4.57123 -1.38456 0.3444
H -1.57379 -3.52525 -2.82573 0.2932
H -2.81753 -3.26972 -1.76383 0.3719
H -2.00550 -0.69846 -0.89740 0.4482
H -0.14687 0.13958 0.46532 0.0677
H 2.42311 -0.45758 0.82968 0.3862
H 4.15889 -2.37022 0.39124 0.3581
H 3.22122 -4.61368 0.14395 0.3698
H 1.05815 -4.80140 -1.27460 0.3827
C -3.41611 1.92236 0.24598 -1.4859
C -1.98105 2.47688 0.38006 1.0161
C -1.43959 2.59753 1.66942 -0.8141
C -0.21876 3.24320 1.79049 -0.1835
C 0.54132 3.57834 0.67028 0.1989
O 1.78883 4.05768 0.96354 -0.5217
C 0.07278 3.15519 -0.57830 -0.3494
C -1.18315 2.58974 -0.73862 -0.7447
H -3.57545 1.96132 -0.83573 0.3523
H -4.13952 2.53269 0.74579 0.4437
H -3.45170 0.91438 0.65522 0.2884
H -2.08161 2.32856 2.50853 0.3815
H 0.19945 3.38057 2.78206 0.3944
H 2.04117 4.74775 0.34165 0.3288
H 0.65876 3.11483 -1.48421 0.3818
H -1.57193 2.38902 -1.73477 0.3081

=====

2.
21
Properties=species:S:1:pos:R:3:mulliken_charge:R:1 method="wB97M-V/def2-TZVPD" orbital_gap_ev=9.99 lumo_energy_ev=0.956 smiles="CCN(C)CC=O.O"
C 1.60094 -1.83008 1.68717 -1.3837
C 0.72546 -1.53725 0.49620 -0.3714
N 0.57778 -0.14793 0.12049 -0.0222
C -0.13312 0.61938 1.13218 -1.0664
C -0.12992 -0.02989 -1.13370 -0.5600
C 0.34310 1.19923 -1.87769 -0.0703
O -0.38593 1.94683 -2.47795 -0.5307
H 1.85025 -2.88447 1.72165 0.4086
H 2.58546 -1.37237 1.60680 0.3486
H 1.25548 -1.48575 2.66501 0.3342
H 1.23424 -2.03521 -0.31884 0.3660
H -0.21281 -2.10173 0.58961 0.3362
H 0.39870 0.62498 2.07212 0.3074
H -0.36205 1.61167 0.76451 0.3575
H -1.13015 0.21021 1.36099 0.3655
H -1.21729 -0.00919 -1.05973 0.3396
H 0.11543 -0.86150 -1.79182 0.4594
H 1.43279 1.38478 -1.80040 0.3639
O -2.75220 2.09099 -0.89012 -0.6062
H -2.15754 2.38989 -1.59412 0.3412
H -3.63865 2.21740 -1.27235 0.2828